Entry 1:
This record from OMol25 describes C47H67CsN8OPSSi as an isolated structure at a distorted geometry. The level of theory is the ωB97M-V functional and the def2-TZVPD basis.

E	-92346.8554	eV
total charge	-1
Kohn-Sham gap	4.7	eV
E_HOMO	-3.0224	eV
molar mass	984.14	g mol⁻¹

Element x y z (Å)
Cs  -0.7017  0.2899  -0.5711
C  -1.9888  -1.0433  5.1353
C  -1.6096  -0.3114  3.8813
N  -1.5168  -0.8548  2.7304
N  -1.6712  -2.2192  2.6807
C  -1.9881  -2.8364  1.4938
N  -1.5572  -4.1262  1.4488
S  -2.8213  -2.0693  0.2965
C  -1.2108  1.1453  3.9305
C  -1.5093  1.9414  5.0301
C  -1.0573  3.2554  5.0481
C  -0.3150  3.7181  3.9806
C  -0.0682  2.8461  2.9253
N  -0.5086  1.5972  2.8897
H  -2.6798  -1.8522  4.8964
H  -2.4735  -0.3943  5.8579
H  -1.1122  -1.4761  5.6268
H  -1.3257  -2.7839  3.4441
H  -0.6020  -4.2661  1.7660
H  -1.6959  -4.5452  0.5408
H  -2.0805  1.5591  5.8611
H  -1.2779  3.8954  5.8929
H  0.0798  4.7249  3.9576
H  0.5288  3.1638  2.0779
C  1.0466  -3.0041  -0.2823
Si  2.4037  -2.8732  0.8128
C  2.3127  -1.2493  1.8375
N  3.3370  -0.2588  1.4974
C  4.6471  -0.5630  2.0680
C  4.9034  0.2196  3.3529
C  4.9451  1.7262  3.0410
C  4.0770  2.0462  1.8148
C  2.8894  1.0996  1.7620
C  2.6215  -4.2716  2.1559
C  2.9038  -5.5813  1.7369
C  2.8894  -6.6616  2.6044
C  2.5716  -6.4792  3.9463
C  2.2837  -5.2015  4.3975
C  2.3189  -4.1226  3.5147
C  4.0748  -2.8565  -0.0889
C  5.2250  -3.5265  0.3311
C  6.4388  -3.3783  -0.3333
C  6.5271  -2.5383  -1.4338
C  5.3969  -1.8564  -1.8701
C  4.1887  -2.0230  -1.2081
H  0.0603  -2.7491  0.0899
H  1.0285  -3.7644  -1.0620
H  2.2813  -1.4111  2.9301
H  1.3557  -0.7902  1.5755
H  5.4379  -0.3432  1.3403
H  4.6963  -1.6382  2.2417
H  5.8313  -0.1108  3.8261
H  4.0979  0.0068  4.0625
H  5.9739  2.0514  2.8680
H  4.5801  2.2915  3.9043
H  4.6483  1.9314  0.8903
H  3.7351  3.0846  1.8438
H  2.1880  1.3963  0.9745
H  2.3419  1.1563  2.7229
H  3.1283  -5.7583  0.6892
H  3.1195  -7.6546  2.2347
H  2.5516  -7.3218  4.6268
H  2.0409  -5.0387  5.4421
H  2.1010  -3.1381  3.9108
H  5.1805  -4.1726  1.2017
H  7.3160  -3.9133  0.0133
H  7.4725  -2.4103  -1.9486
H  5.4552  -1.1839  -2.7176
H  3.3094  -1.4853  -1.5443
N  1.6403  0.9777  -1.7844
C  2.5471  1.3585  -2.4146
N  3.5914  1.7711  -3.0719
C  3.3995  2.5157  -4.1381
N  3.3152  3.1861  -5.0851
O  -1.9997  2.1740  -1.5735
P  -1.5707  3.2995  -2.4952
C  -0.5883  4.5403  -1.5691
C  -0.5563  5.9853  -2.1510
C  -0.8022  7.0504  -1.0854
C  0.1342  6.8777  0.1046
C  0.0856  5.4403  0.6705
C  -0.9068  4.5389  -0.0645
C  -0.4456  2.7281  -3.7778
C  -0.8486  1.3874  -4.4126
C  0.1326  1.0889  -5.5423
C  -0.0411  2.0935  -6.6949
C  -0.6259  3.4273  -6.2127
C  -0.0766  3.7993  -4.8395
C  -2.9991  4.1126  -3.2777
C  -3.7995  4.9641  -2.2658
C  -4.8640  4.1218  -1.5714
C  -5.9383  3.6862  -2.5807
C  -5.3571  3.5433  -3.9936
C  -3.9141  3.0528  -3.9414
H  0.4218  4.1201  -1.6518
H  -1.2788  6.1163  -2.9563
H  0.4242  6.1585  -2.6009
H  -1.8402  7.0037  -0.7436
H  -0.6741  8.0418  -1.5264
H  -0.1220  7.6013  0.8812
H  1.1533  7.1171  -0.2096
H  -0.1603  5.4651  1.7342
H  1.0757  4.9812  0.5944
H  -1.9332  4.8655  0.1216
H  -0.8466  3.5240  0.3278
H  0.4432  2.4998  -3.1797
H  -1.8656  1.4195  -4.8126
H  -0.8355  0.6005  -3.6563
H  0.0084  0.0667  -5.9035
H  1.1482  1.1545  -5.1445
H  -0.6961  1.6718  -7.4627
H  0.9274  2.2734  -7.1646
H  -1.7190  3.3657  -6.1715
H  -0.3936  4.2176  -6.9298
H  -0.4281  4.7927  -4.5551
H  1.0096  3.8707  -4.9074
H  -2.6027  4.7669  -4.0585
H  -4.2796  5.7920  -2.7983
H  -3.1356  5.4279  -1.5383
H  -5.3199  4.6820  -0.7525
H  -4.3796  3.2494  -1.1273
H  -6.7544  4.4136  -2.5956
H  -6.3748  2.7363  -2.2644
H  -5.3889  4.5060  -4.5135
H  -5.9661  2.8580  -4.5863
H  -3.5495  2.8308  -4.9443
H  -3.8741  2.1170  -3.3763

Results of the Mulliken charge analysis, in e, for atoms 1 through 99: 1.2828 -1.6761 0.3156 0.2265 -0.1438 -0.0520 -0.4785 -0.2629 0.8432 -0.6871 -0.7836 -1.5014 -0.3687 0.1671 0.4515 0.4168 0.3077 0.3631 0.1913 0.3440 0.2104 0.4155 0.4666 1.3780 -0.5337 0.4305 -0.1050 0.7246 -0.5872 -0.8549 -0.7456 -0.9060 -0.1405 0.6170 -0.2398 -0.6970 -0.4217 -0.7597 -0.2305 0.4306 -0.1246 -0.7719 -0.4274 -0.6067 -0.5507 -0.4634 0.0120 0.1446 -0.2669 0.1508 0.4147 0.4626 0.1947 0.3500 0.3229 0.3593 0.3212 0.2748 -0.1077 0.3869 0.3617 0.3533 0.3761 0.2564 0.2702 0.3767 0.3538 0.4400 0.2335 -0.2578 0.2616 -0.9039 0.6146 -0.7040 -1.1957 0.0734 0.5377 -0.9517 -0.9849 -0.9231 0.2386 -1.1806 1.8262 -0.5292 -0.5895 -0.9104 -0.8390 -0.4820 0.2828 -0.3358 -0.6804 -0.7529 -1.0463 -0.8255 0.7872 0.3709 0.4741 0.2606 0.5089

Entry 2:
This record from OMol25 describes C15H33N3O2RbTa as an isolated structure at a distorted geometry. The level of theory is the ωB97M-V functional and the def2-TZVPD basis.

E	-26851.1156	eV
total charge	+2
Kohn-Sham gap	7.6	eV
E_HOMO	-14.9144	eV
molar mass	553.86	g mol⁻¹

Element x y z (Å)
N  -1.6988  -0.8541  -0.1673
C  -2.4743  -1.7906  0.0071
O  -3.4898  -2.2742  0.4778
Rb  -4.3008  0.1369  1.0993
Ta  0.0419  0.0599  -0.1254
N  -0.0919  1.7716  -1.0587
N  0.8791  -1.2376  -1.3040
C  -0.6181  2.2159  -2.3768
C  0.5662  -2.4281  -2.1206
C  -0.7816  3.7378  -2.4281
C  0.4024  1.7684  -3.4226
C  -1.9781  1.5724  -2.6027
C  0.2189  -3.5550  -1.1475
C  1.7504  -2.8082  -3.0082
C  -0.6449  -2.1124  -2.9865
H  -1.4052  4.0923  -1.6001
H  -1.2876  4.0130  -3.3656
H  0.1787  4.2621  -2.4171
H  1.3538  2.2938  -3.2714
H  0.0331  1.9828  -4.4336
H  0.6088  0.6889  -3.3549
H  -1.9482  0.4742  -2.6314
H  -2.3772  1.9129  -3.5739
H  -2.6921  1.8820  -1.8238
H  1.0592  -3.7429  -0.4674
H  0.0129  -4.4779  -1.7191
H  -0.6698  -3.3077  -0.5535
H  2.5984  -3.1734  -2.4176
H  2.0650  -1.9585  -3.6243
H  1.4402  -3.6206  -3.6842
H  -0.8603  -2.9923  -3.6184
H  -0.4379  -1.2647  -3.6558
H  -1.5403  -1.9013  -2.3942
C  0.8690  2.6796  -0.3682
H  0.9423  2.4360  0.7082
H  1.8727  2.6574  -0.8217
H  0.4937  3.7132  -0.4164
C  2.2983  -1.0163  -0.8615
H  2.3424  -0.3048  0.0045
H  2.7602  -1.9529  -0.5184
H  2.9125  -0.5844  -1.6666
C  -0.3944  1.6003  3.5283
C  0.6529  0.5686  3.1530
C  2.0832  1.0895  3.2389
C  0.4772  -0.7536  3.8945
O  0.4242  0.2458  1.6849
H  -0.2631  1.9317  4.5695
H  -1.4093  1.1921  3.4360
H  -0.3285  2.4871  2.8850
H  2.3590  1.3429  4.2704
H  2.7926  0.3308  2.8855
H  2.2161  1.9923  2.6335
H  -0.5270  -1.1642  3.7430
H  1.2051  -1.4959  3.5425
H  0.6288  -0.6242  4.9734

For reference, the natural (NBO) charges in units of e are: -0.8964 0.8878 -0.5330 0.9959 2.3801 -0.7342 -0.7351 0.1136 0.1182 -0.6309 -0.6231 -0.6155 -0.6048 -0.6287 -0.6156 0.2155 0.2479 0.2275 0.2207 0.2408 0.2083 0.2106 0.2504 0.1951 0.2197 0.2458 0.1795 0.2215 0.2240 0.2472 0.2457 0.2239 0.1907 -0.4677 0.2274 0.2156 0.2509 -0.4411 0.2071 0.2452 0.2419 -0.6332 0.3026 -0.6393 -0.6340 -0.8268 0.2584 0.1944 0.2188 0.2540 0.2267 0.2158 0.2102 0.2301 0.2502

Entry 3:
This record from OMol25 describes a 7-piece molecular cluster, C38H56O9S overall at a distorted geometry. The level of theory is the ωB97M-V functional and the def2-TZVPD basis.

SMILES string	O=C1c2cccc(CCCO)c2C(=O)c2c(CCCS)cccc21.CC(C)=O.CC(C)=O.CC(C)=O.CC(C)=O.CC(C)=O.CC(C)=O
E	-69566.8940	eV
total charge	0
Kohn-Sham gap	7.7	eV
E_HOMO	-8.7944	eV
molar mass	688.92	g mol⁻¹

Element x y z (Å)
O  2.8615  -4.0248  -1.2163
C  2.4792  -2.8693  -0.9011
C  0.9621  -2.5185  -0.4737
C  0.1021  -3.4093  0.4484
C  -1.3356  -2.8978  0.8034
C  -1.9021  -1.5510  0.2596
C  -1.0622  -0.6543  -0.6792
C  -1.4829  0.7555  -1.2946
C  -2.9667  1.2520  -0.9283
C  -3.6220  1.7837  -2.3196
O  -3.8674  0.6920  -3.2644
C  0.3779  -1.1684  -1.0355
C  1.3413  -0.3191  -2.0116
O  0.9396  0.2008  -3.0880
C  2.8739  -0.2408  -1.5102
C  3.6785  1.0925  -1.5657
C  2.9063  2.3728  -2.1368
C  3.7943  3.7072  -2.2401
C  2.7798  4.9534  -1.9404
S  2.9285  5.5191  -0.1777
C  5.1309  1.0649  -1.0354
C  5.7437  -0.2645  -0.4589
C  4.9124  -1.5931  -0.4079
C  3.4586  -1.5851  -0.9362
H  0.5321  -4.3928  0.8590
H  -2.0067  -3.5380  1.4782
H  -2.9450  -1.2347  0.5787
H  -1.4319  0.6413  -2.4441
H  -0.7303  1.5427  -0.9329
H  -2.8475  2.2042  -0.2841
H  -3.6230  0.4831  -0.4040
H  -2.8998  2.5015  -2.8680
H  -4.5959  2.3532  -2.1529
H  -3.4585  -0.1407  -2.9484
H  2.4441  2.1870  -3.1726
H  2.0156  2.5574  -1.4203
H  4.7156  3.7268  -1.5723
H  4.1060  3.8518  -3.3453
H  2.9114  5.7948  -2.7134
H  1.6993  4.5698  -2.0959
H  2.3784  4.5549  0.6599
H  5.7799  1.9969  -1.0514
H  6.8217  -0.2339  -0.0790
H  5.3557  -2.5460  0.0407
C  0.8446  2.5719  -6.1614
C  -0.4798  3.1706  -5.7689
O  -0.5468  4.0957  -4.9797
C  -1.7182  2.5810  -6.3898
H  1.6475  3.0953  -5.6371
H  0.8727  1.5168  -5.8805
H  0.9994  2.6821  -7.2370
H  -1.8032  1.5262  -6.1197
H  -1.6784  2.6916  -7.4757
H  -2.5975  3.1100  -6.0160
C  0.2608  -3.7952  5.4264
C  -0.6173  -3.0619  4.4477
O  -1.1202  -3.6339  3.4969
C  -0.8496  -1.5950  4.6893
H  0.3393  -4.8429  5.1278
H  1.2607  -3.3563  5.4299
H  -0.1768  -3.7480  6.4259
H  0.1012  -1.0585  4.6600
H  -1.3370  -1.4503  5.6563
H  -1.4999  -1.1980  3.9068
C  -4.6844  -1.4344  8.6659
C  -4.3575  -0.7661  7.3567
O  -3.3495  -0.0970  7.2226
C  -5.3261  -0.9578  6.2199
H  -3.9004  -1.2101  9.3923
H  -5.6348  -1.0568  9.0488
H  -4.7351  -2.5167  8.5283
H  -6.3050  -0.5590  6.4943
H  -5.4053  -2.0189  5.9737
H  -4.9632  -0.4207  5.3409
C  4.5904  8.5407  1.7090
C  5.3613  7.6819  2.6765
O  5.4782  6.4822  2.5046
C  5.9826  8.3653  3.8662
H  4.1999  7.9154  0.9029
H  3.7512  9.0164  2.2211
H  5.2494  9.2974  1.2774
H  5.2053  8.8334  4.4739
H  6.7027  9.1146  3.5303
H  6.5057  7.6256  4.4760
C  -6.8306  -0.9979  -1.8625
C  -6.2390  -2.2100  -1.1934
O  -6.4786  -2.4699  -0.0283
C  -5.3386  -3.0886  -2.0214
H  -7.4568  -0.4594  -1.1476
H  -6.0324  -0.3322  -2.1998
H  -7.4498  -1.3047  -2.7082
H  -4.4744  -2.5161  -2.3656
H  -5.8913  -3.4885  -2.8741
H  -4.9853  -3.9223  -1.4108
C  2.5867  -8.7748  -1.4671
C  1.7117  -8.0404  -2.4488
O  1.2090  -8.6131  -3.3984
C  1.4839  -6.5720  -2.2091
H  2.6627  -9.8232  -1.7638
H  3.5879  -8.3386  -1.4630
H  2.1480  -8.7246  -0.4682
H  2.4349  -6.0391  -2.2379
H  0.9965  -6.4242  -1.2431
H  0.8357  -6.1740  -2.9929

Results of the Mulliken charge analysis, in e, for atoms 1 through 99: -0.5086 0.1575 0.5329 -0.7912 -0.7843 -0.9287 1.1050 -0.0634 -0.3985 -0.4313 -0.5620 0.1730 0.0904 -0.5523 0.0721 0.5021 0.1381 -0.4349 -0.5203 -0.2507 -0.6143 -0.5658 -0.6799 0.1759 0.4506 0.3968 0.1864 0.2315 0.1277 0.3088 0.1461 0.2105 0.3465 0.3101 0.1397 0.0621 0.2732 0.2682 0.3926 0.2403 0.1287 0.2274 0.3130 0.3391 -0.9744 0.9015 -0.5844 -1.1279 0.1724 0.2474 0.4240 0.2882 0.4057 0.2741 -1.1912 0.8322 -0.5135 -0.8470 0.3150 0.3328 0.3339 0.3289 0.2306 0.1566 -1.1078 0.8758 -0.5615 -1.0785 0.2960 0.3326 0.3130 0.3554 0.3129 0.2686 -0.7111 0.8030 -0.5425 -1.0962 -0.0338 0.3004 0.3231 0.3066 0.3129 0.2987 -0.8559 0.9018 -0.5861 -1.0007 0.2937 0.0785 0.3647 0.1771 0.3881 0.2719 -1.0821 0.6918 -0.5718 -0.6786 0.3157